Density functional theory data (the ωB97M-V functional and the def2-TZVPD basis) for a 14-piece molecular cluster, F6H26O13P overall in a non-equilibrium geometry.

Summary:
Multiplicity: 1
LUMO energy (eV): 2.205
Total charge: -1
Highest occupied orbital energy (eV): -7.756
Energy relative to the best compared isomer or geometry (same formula, charge and spin) (kJ/mol): 42.2
Kohn-Sham gap (eV): 9.961

```
46
Properties=species:S:1:pos:R:3:lowdin_charge:R:1
P 0.481 0.213 0.412 0.2048
F 0.485 -1.141 1.284 -0.1296
F 1.214 -0.517 -0.828 -0.1412
F -0.904 -0.110 -0.370 -0.1419
F 0.558 1.587 -0.419 -0.1375
F -0.258 0.963 1.652 -0.1571
F 1.958 0.458 1.117 -0.1845
O -2.649 1.615 -3.491 -0.0595
H -2.018 1.018 -3.071 0.0512
H -2.825 2.292 -2.816 0.0116
O 3.448 3.451 0.790 -0.0579
H 2.624 3.896 1.003 0.0201
H 3.300 2.533 1.044 0.0112
O -0.377 -2.859 -1.537 -0.0763
H 0.554 -2.786 -1.825 -0.0011
H -0.433 -2.133 -0.900 -0.0032
O -4.717 0.049 -1.180 -0.0897
H -4.231 0.868 -1.346 -0.0316
H -4.181 -0.648 -1.590 -0.0129
O -3.601 2.654 -1.014 -0.0384
H -2.928 2.817 -0.342 0.0742
H -4.327 3.246 -0.792 0.0707
O 2.031 -4.188 1.168 -0.0741
H 1.397 -3.853 1.807 0.0171
H 2.513 -3.399 0.866 -0.0181
O -0.592 3.524 -4.289 -0.0783
H -0.826 4.019 -3.499 0.0192
H -1.261 2.820 -4.340 -0.0014
O 1.610 -1.537 4.431 -0.0579
H 0.960 -1.761 3.754 0.0170
H 1.327 -2.018 5.214 0.0298
O 1.721 2.358 3.356 -0.0583
H 1.663 1.546 2.836 -0.0037
H 1.412 3.045 2.761 0.0197
O 2.324 -2.725 -2.104 -0.0559
H 2.750 -2.087 -1.514 0.0126
H 2.841 -3.530 -2.003 0.0585
O 3.522 -1.890 0.376 -0.0486
H 2.991 -1.090 0.516 0.0215
H 4.392 -1.666 0.720 0.0714
O -3.042 -2.039 -2.430 -0.0630
H -2.915 -2.152 -3.375 0.0438
H -2.138 -2.127 -2.055 0.0143
O -1.615 0.211 3.991 -0.0669
H -1.124 0.606 3.257 -0.0071
H -1.116 0.466 4.773 0.0275
```

---

Density functional theory data (the ωB97M-V functional and the def2-TZVPD basis) for a 2-piece molecular cluster, C3H9NO2 overall.

Summary:
Multiplicity: 1
LUMO energy (eV): 0.687
Highest occupied orbital energy (eV): -9.624
Energy relative to the best compared isomer or geometry (same formula, charge and spin) (kJ/mol): 90.1
Kohn-Sham gap (eV): 10.311
SMILES: CC(N)=O.CO

```
15
Properties=species:S:1:pos:R:3:lowdin_charge:R:1
C -1.413 0.759 1.702 -0.1576
O -1.874 1.095 0.403 -0.1411
H -2.709 0.646 0.206 0.0873
H -1.206 -0.309 1.783 0.0810
H -2.046 1.149 2.499 0.0756
H -0.471 1.289 1.797 0.0676
C 0.163 -0.609 -1.530 -0.0083
C 1.569 -0.859 -1.045 -0.5958
O 2.215 -1.826 -1.400 0.0291
N 2.000 -0.051 -0.030 0.1532
H 0.067 -0.716 -2.604 0.0850
H -0.276 0.300 -1.191 0.0387
H 2.934 -0.208 0.304 0.1058
H 1.448 0.766 0.174 0.0860
H -0.401 -1.425 -1.069 0.0936
```

---

Density functional theory data (the ωB97M-V functional and the def2-TZVPD basis) for a 40-piece molecular cluster, H80O40 overall in a non-equilibrium geometry.

Summary:
Multiplicity: 2
LUMO energy (spin up / spin down) (eV): 1.256 / 1.240
Total charge: -1
Highest occupied orbital energy (spin up / spin down) (eV): -1.076 / -8.255
Energy relative to the best compared isomer or geometry (same formula, charge and spin) (kJ/mol): 265.3
Kohn-Sham gap (spin up / spin down) (eV): 2.332 / 9.495
⟨S²⟩: 0.7506

```
120
Properties=species:S:1:pos:R:3:lowdin_charge:R:1
H -5.001 3.190 1.501 0.0227
H -3.932 2.745 2.425 -0.0013
O -4.346 3.555 2.067 -0.0483
H -3.727 -4.447 0.582 0.0830
H -2.567 -3.564 0.036 0.0025
O -2.992 -3.832 0.832 -0.0499
H 0.477 -2.975 -1.701 0.0253
H -0.395 -3.740 -2.485 0.0519
O -0.428 -2.898 -2.033 -0.0824
H 2.237 -2.697 -1.644 0.0137
H 3.580 -3.169 -1.224 -0.0027
O 2.830 -3.483 -1.753 -0.1404
H -2.341 -1.396 -4.620 0.0223
H -3.175 -0.532 -5.500 0.0357
O -2.509 -0.466 -4.829 -0.0378
H -2.285 -4.009 4.626 -0.0006
O -3.166 -3.655 4.490 -0.0551
H 4.061 4.749 1.098 0.0213
O 4.432 4.556 1.968 -0.0529
H -2.471 6.269 0.531 0.0161
H -3.520 5.347 -0.030 -0.0030
O -2.825 5.927 -0.288 -0.0402
H 5.238 -2.215 2.210 0.0538
H 5.114 -3.345 1.272 0.0075
O 4.591 -2.662 1.655 -0.0643
H 6.590 0.637 -1.131 0.0298
H 5.714 -0.386 -0.622 -0.0062
O 6.497 0.129 -0.309 -0.0976
H 1.567 3.441 1.200 0.0784
H 2.288 2.719 0.044 -0.0416
O 1.639 3.382 0.200 -0.0907
H 1.436 -4.333 -0.329 0.0008
O 1.728 -4.445 0.583 -0.0694
H -3.757 -2.113 -2.947 0.0639
H -2.319 -2.348 -2.434 0.0222
O -3.177 -2.849 -2.572 -0.1009
H -3.815 0.204 3.232 -0.0112
H -3.346 0.483 1.827 0.0319
O -3.981 0.780 2.496 -0.0499
H -2.063 3.310 -3.131 0.0579
H -1.420 2.278 -2.132 0.0743
O -2.122 3.010 -2.195 -0.1088
H 3.964 1.417 -0.153 -0.0011
H 3.750 2.584 0.948 0.0229
O 4.222 2.269 0.150 -0.0482
H -0.825 -0.335 2.529 0.0451
H -1.129 0.341 3.759 0.0378
O -0.969 0.584 2.837 -0.0457
H -0.888 -3.270 3.682 0.0450
H -1.016 -4.377 2.849 0.0760
O -0.739 -4.200 3.777 -0.0445
H 2.352 0.950 2.307 -0.0013
O 1.765 1.630 1.975 -0.0599
H -0.044 2.466 0.081 0.0665
H -1.452 1.933 0.497 0.0327
O -0.531 1.654 0.437 -0.1045
H -3.180 2.545 4.111 0.0019
O -2.985 2.318 5.033 -0.0519
H -2.376 4.591 2.438 0.0415
H -0.940 5.086 2.784 0.0432
O -1.406 4.487 2.179 -0.0747
H 2.735 -0.031 -1.409 -0.0358
H 3.955 -1.198 -1.545 0.0311
O 3.150 -0.785 -1.009 -0.1147
H 0.732 1.603 -1.472 0.0490
H 1.640 0.906 -2.520 0.0586
O 1.671 1.327 -1.629 -0.0790
H -3.203 -5.777 -1.232 0.0261
H -2.220 -5.094 -2.345 0.0316
O -2.302 -5.617 -1.515 -0.0704
H -0.203 2.922 -4.723 -0.0075
H -1.245 1.687 -4.962 0.0382
O -0.776 2.275 -4.357 -0.0504
H 3.163 -0.486 1.205 -0.0019
H 2.810 -1.671 2.249 0.0427
O 2.727 -0.737 2.008 -0.0659
H -3.474 -1.239 4.323 0.0436
H -3.691 -0.785 5.772 0.0812
O -3.231 -0.523 4.951 -0.0698
H 0.652 -5.216 2.899 -0.0221
H 0.643 -6.125 1.650 0.0361
O 0.950 -6.081 2.589 -0.1021
H 4.507 4.839 -2.434 0.0351
H 3.690 3.744 -1.365 -0.0142
O 4.290 4.447 -1.588 -0.0585
H 3.157 1.416 4.592 0.0652
H 2.469 0.215 5.364 0.0104
O 3.293 0.514 5.014 -0.0705
H 5.093 -3.214 -2.215 0.0221
O 4.937 -2.245 -2.265 -0.2130
H 2.193 -2.904 -4.372 -0.0027
H 3.530 -2.093 -3.956 0.0625
O 2.599 -2.058 -4.392 -0.1078
H 0.941 1.396 1.587 -0.0131
H -3.681 -3.876 3.728 0.0168
H -3.555 1.566 5.195 -0.0015
H 3.762 4.030 2.441 0.0329
H 2.681 -4.542 0.531 0.0256
H 5.805 -1.819 -2.408 0.0480
O 1.576 3.571 -4.557 -0.0812
H 2.108 3.034 -5.146 0.0497
H 1.959 3.460 -3.670 0.0362
O -3.145 1.359 -0.346 -0.0840
H -2.764 0.741 -1.039 0.0716
H -3.309 2.116 -0.932 0.0226
O 0.213 4.351 -2.689 -0.1190
H -0.694 4.171 -2.376 -0.0038
H 0.808 4.767 -1.928 0.1177
O -4.777 -2.132 1.672 -0.0988
H -4.881 -1.172 1.678 0.0016
H -3.939 -2.359 1.174 0.0130
O 0.430 -0.917 -2.799 -0.1022
H -0.346 -1.187 -3.320 0.0317
H 1.152 -1.451 -3.226 0.0188
O -5.883 0.429 -3.212 -0.0516
H -5.305 0.853 -2.574 0.0161
H -6.359 0.018 -2.490 0.0321
O -1.275 -0.937 0.203 -0.0546
H -0.978 -0.033 0.474 -0.0020
H -0.695 -1.273 -0.464 -0.0102
```